ORCA calculation (ωB97M-V/def2-TZVPD) on a molecular structure, C47H58F4N11O5RbSSi.

Each line ends with the Mulliken charge.
Atoms and positions in Å:
Rb (-0.7566, -0.3091, 0.7812)  0.61
C (-4.1834, -2.0139, -1.2906)  -1.17
C (-4.5879, -1.8241, 0.1638)  -0.61
N (-3.4586, -1.8574, 1.0778)  1.38
C (-2.6810, -3.0935, 1.0137)  1.55
C (-3.4033, -4.3697, 1.4512)  -1.43
C (-3.8280, -1.5054, 2.4449)  -0.67
C (-4.1922, -0.0380, 2.6429)  -1.34
N (-3.0471, 0.8030, 2.3814)  0.28
C (-3.1561, 2.1064, 2.5383)  -0.12
C (-1.9847, 2.9165, 2.3487)  -0.14
F (-0.8357, 2.2710, 2.0403)  0.30
C (-1.9564, 4.2769, 2.4490)  0.03
F (-0.7847, 4.9191, 2.2331)  -0.32
C (-3.0841, 5.0282, 2.7687)  -0.89
C (-4.2323, 4.2881, 2.9786)  0.14
F (-5.3790, 4.9449, 3.3007)  -0.38
C (-4.2893, 2.9164, 2.8803)  0.51
F (-5.5047, 2.3366, 3.1151)  -0.39
H (-5.0233, -1.7793, -1.9479)  0.55
H (-3.8728, -3.0367, -1.5095)  0.23
H (-3.3533, -1.3534, -1.5470)  0.11
H (-5.3558, -2.5714, 0.4420)  0.23
H (-5.0642, -0.8488, 0.2710)  0.28
H (-1.8078, -2.9607, 1.6559)  -0.66
H (-2.2963, -3.2162, 0.0023)  -0.79
H (-3.6894, -4.3251, 2.5046)  0.27
H (-2.7386, -5.2256, 1.3135)  0.44
H (-4.3027, -4.5542, 0.8592)  0.20
H (-2.9713, -1.7328, 3.0846)  0.04
H (-4.6754, -2.1240, 2.7992)  0.30
H (-4.5446, 0.0500, 3.6830)  0.46
H (-5.0632, 0.2120, 2.0219)  0.49
H (-3.0655, 6.1037, 2.8353)  0.47
C (-1.7390, 1.6351, -4.1205)  -1.03
C (-1.6561, 0.1489, -4.1165)  -0.10
N (-1.3043, -0.6130, -3.1093)  0.41
C (-1.3514, -1.9070, -3.5845)  0.54
C (-1.7510, -1.9170, -4.9033)  0.09
N (-1.9397, -0.6012, -5.2105)  -0.02
C (-2.0051, -2.9427, -5.9835)  0.74
O (-1.8652, -4.1544, -5.6549)  -0.82
O (-2.3981, -2.4857, -7.0664)  -0.78
C (-0.9630, -3.0437, -2.7086)  -0.08
O (-1.0791, -4.2524, -3.2137)  -0.68
O (-0.5449, -2.8603, -1.5800)  -0.51
H (-0.8747, 2.0611, -3.6129)  -0.02
H (-2.6314, 1.9819, -3.5977)  0.28
H (-1.7635, 2.0145, -5.1428)  0.38
H (-2.2378, -0.3162, -6.1301)  0.25
H (-1.4332, -4.2450, -4.1927)  0.46
C (4.7422, -2.8898, 0.1173)  -2.07
C (4.0816, -1.5483, -0.1943)  2.15
C (3.8664, -1.3976, -1.6996)  -2.02
C (4.9564, -0.4035, 0.3110)  -1.62
N (2.8270, -1.4425, 0.5802)  0.76
N (1.7161, -2.2103, 0.1087)  0.38
H (5.6601, -3.0114, -0.4631)  0.48
H (4.0837, -3.7248, -0.1359)  0.40
H (4.9937, -2.9534, 1.1792)  0.28
H (4.8282, -1.3283, -2.2150)  0.57
H (3.3007, -0.4871, -1.8951)  0.18
H (3.3235, -2.2461, -2.1220)  0.31
H (5.9561, -0.4595, -0.1268)  0.47
H (5.0433, -0.4471, 1.3991)  0.32
H (4.5069, 0.5552, 0.0432)  0.09
H (2.5061, -0.4725, 0.4920)  -0.61
H (1.9583, -3.1932, 0.0826)  0.23
H (1.4483, -1.9420, -0.8367)  -0.20
N (2.0523, 1.5496, 4.7865)  -0.06
C (2.5381, 2.2548, 3.7042)  -0.98
C (2.2493, 1.4923, 2.6141)  -0.88
N (1.5998, 0.3421, 3.0033)  0.43
C (1.4942, 0.4098, 4.3007)  -0.67
H (2.0442, 1.8523, 5.7421)  0.20
H (3.0157, 3.2129, 3.8076)  0.53
H (2.4283, 1.6804, 1.5662)  0.68
H (1.0115, -0.3239, 4.9269)  0.48
O (1.7555, 1.0086, -0.4301)  0.39
Si (1.8331, 2.2805, -1.3620)  -1.44
C (0.2614, 3.3503, -1.4008)  0.71
C (-0.9429, 2.8241, -0.9423)  1.85
C (-2.1219, 3.5566, -0.9407)  -0.99
C (-2.1152, 4.8521, -1.4366)  -0.83
C (-0.9324, 5.3971, -1.9256)  -0.89
C (0.2401, 4.6546, -1.9013)  0.04
C (2.1148, 1.8614, -3.1939)  0.94
C (2.6585, 2.7207, -4.1520)  -0.47
C (2.6988, 2.3756, -5.4975)  -0.73
C (2.1783, 1.1583, -5.9190)  -0.82
C (1.6228, 0.2916, -4.9878)  -1.01
C (1.6000, 0.6423, -3.6440)  -0.44
C (3.2124, 3.4711, -0.8078)  0.46
C (2.9427, 4.3166, 0.2769)  -0.58
C (3.9273, 5.1222, 0.8317)  -0.80
C (5.2156, 5.1056, 0.3113)  -0.49
C (5.5080, 4.2760, -0.7607)  -0.69
C (4.5147, 3.4700, -1.3072)  0.06
H (-0.9359, 1.8113, -0.5704)  -1.20
H (-3.0291, 3.1258, -0.5333)  0.45
H (-3.0242, 5.4420, -1.4277)  0.40
H (-0.9236, 6.4109, -2.3106)  0.35
H (1.1590, 5.1050, -2.2660)  0.24
H (3.0521, 3.6861, -3.8479)  0.33
H (3.1303, 3.0602, -6.2196)  0.40
H (2.1978, 0.8907, -6.9692)  0.37
H (1.1943, -0.6530, -5.3048)  0.54
H (1.1432, -0.0317, -2.9292)  0.70
H (1.9425, 4.3421, 0.6992)  0.66
H (3.6880, 5.7645, 1.6719)  0.45
H (5.9874, 5.7337, 0.7419)  0.34
H (6.5120, 4.2507, -1.1696)  0.39
H (4.7676, 2.8135, -2.1340)  0.36
C (-1.8554, -6.6489, 4.4165)  -0.87
C (-1.6366, -5.3786, 5.2371)  -0.49
C (-0.6582, -4.4413, 4.6065)  0.25
N (-0.9724, -3.2893, 4.1374)  -0.66
N (0.0686, -2.6062, 3.5561)  0.34
C (1.1850, -3.2717, 3.6122)  0.32
N (2.3826, -2.8369, 3.1658)  -0.29
S (1.0279, -4.8276, 4.3959)  -0.30
H (-2.5487, -7.3224, 4.9226)  0.34
H (-0.9175, -7.1847, 4.2601)  0.35
H (-2.2660, -6.4026, 3.4376)  0.13
H (-1.3046, -5.6371, 6.2468)  0.33
H (-2.5690, -4.8205, 5.3318)  0.25
H (2.4149, -2.0852, 2.4619)  0.05
H (3.0906, -3.5382, 3.0351)  0.34

Computed properties:
E = -106554.1680 eV
Net charge = -2
Gap between HOMO and LUMO = 5.15 eV
LUMO level = 0.1200 Ha

---

ORCA calculation (ωB97M-V/def2-TZVPD) on a molecular structure, C47H59As2ClCsGeN3OSeTe.

Each line ends with the Mulliken charge.
Atoms and positions in Å:
Cs (19.5104, 17.8287, 9.2903)  0.81
C (14.4899, 16.7580, 8.9226)  -0.96
C (13.6322, 17.9848, 8.5761)  -0.74
As (12.4339, 18.6574, 10.0705)  0.31
C (13.8382, 19.6892, 11.0316)  -0.06
C (14.3274, 20.9402, 10.5568)  0.16
C (15.4060, 21.5565, 11.1372)  -0.89
C (15.9641, 20.9942, 12.2882)  -0.34
C (15.5384, 19.7419, 12.7218)  -0.90
C (14.5483, 19.0941, 12.0550)  0.20
C (11.3771, 20.1285, 9.2342)  0.46
C (10.0805, 20.1576, 9.6738)  -0.59
C (9.1863, 21.0026, 8.9988)  -0.57
C (9.6950, 21.8607, 8.0288)  -0.35
C (11.0198, 21.8335, 7.5830)  -0.78
C (11.8684, 20.9081, 8.1999)  0.10
As (13.7158, 14.8497, 8.8871)  0.21
C (11.8336, 15.3214, 9.0834)  -0.05
C (11.1020, 15.0841, 10.2281)  0.23
C (9.7226, 15.2649, 10.2894)  -0.75
C (9.0717, 15.6540, 9.1351)  -0.36
C (9.7556, 15.9963, 7.9667)  -0.79
C (11.1761, 15.8106, 7.9201)  -0.37
C (14.2292, 14.0752, 10.7113)  0.29
C (13.4379, 13.0491, 11.2480)  -0.23
C (13.7776, 12.4313, 12.4191)  -0.54
C (14.8750, 12.8627, 13.1280)  -0.46
C (15.6866, 13.8860, 12.5938)  -0.88
C (15.4000, 14.4479, 11.3531)  -0.43
H (14.8637, 16.7975, 9.9555)  0.09
H (15.3963, 16.6734, 8.2753)  0.41
H (12.9463, 17.7452, 7.7708)  0.55
H (14.3256, 18.8028, 8.2700)  0.63
H (13.8667, 21.4472, 9.6769)  0.06
H (15.7725, 22.5013, 10.7644)  0.45
H (16.7794, 21.5320, 12.7956)  0.41
H (15.9126, 19.3360, 13.6980)  0.34
H (14.1685, 18.0803, 12.4044)  0.32
H (9.6968, 19.5558, 10.5375)  0.32
H (8.1166, 20.9456, 9.2448)  0.37
H (9.0330, 22.6370, 7.5843)  0.31
H (11.3887, 22.5600, 6.8157)  0.33
H (12.9159, 20.8144, 7.8709)  0.27
H (11.6315, 14.7789, 11.1648)  0.41
H (9.1909, 15.1346, 11.2168)  0.44
H (7.9477, 15.7019, 9.0986)  0.29
H (9.3339, 16.3634, 7.0298)  0.41
H (11.7428, 15.8807, 6.9914)  0.48
H (12.5750, 12.7859, 10.6450)  0.52
H (13.0289, 11.7092, 12.7882)  0.32
H (15.1155, 12.4404, 14.1391)  0.34
H (16.6802, 14.0700, 13.0115)  0.47
H (16.0805, 15.1364, 10.8411)  0.58
Cl (20.0067, 16.0796, 12.7588)  -0.33
C (20.6571, 14.6489, 12.2113)  -0.55
H (21.4532, 14.1857, 12.7960)  0.18
H (20.2318, 14.0563, 11.4110)  0.01
C (23.4551, 17.5831, 8.6788)  -0.91
Te (22.6835, 18.6003, 6.8911)  0.17
C (24.1323, 17.6689, 5.5501)  -1.00
H (24.4182, 18.1117, 8.7664)  0.34
H (23.5514, 16.5012, 8.5548)  0.35
H (22.7758, 17.9080, 9.4947)  0.17
H (23.8442, 16.6290, 5.3457)  0.30
H (25.1861, 17.8189, 5.8317)  0.31
H (23.9686, 18.2527, 4.6276)  0.26
C (24.7894, 25.7240, 14.4388)  -1.39
C (24.5124, 24.4335, 13.7547)  0.79
C (23.2677, 23.7544, 14.0253)  -0.68
C (22.9722, 22.6176, 13.3309)  -0.20
C (23.9545, 22.0269, 12.4876)  -0.02
N (23.4390, 20.9480, 11.7108)  0.05
C (22.2327, 20.9434, 10.9829)  -0.05
O (21.6899, 19.8762, 10.6685)  -0.57
N (21.7843, 22.1779, 10.5300)  0.00
C (20.8322, 22.1674, 9.4147)  0.44
C (21.1631, 22.7417, 8.1975)  -0.31
C (20.1991, 22.7074, 7.1795)  -0.51
C (19.0843, 21.8985, 7.3655)  -0.42
N (18.8442, 21.2480, 8.5165)  -0.22
C (19.5754, 21.5245, 9.5659)  -0.75
C (25.2137, 22.5735, 12.3505)  -0.60
C (25.4588, 23.8029, 12.9655)  -0.49
H (24.3874, 25.6899, 15.4869)  0.32
H (24.3421, 26.5720, 13.9203)  0.27
H (25.8426, 25.9568, 14.5463)  0.38
H (22.6175, 24.1275, 14.7709)  0.41
H (22.0486, 22.0536, 13.3238)  0.47
H (23.8440, 20.0174, 11.8102)  0.29
H (22.4774, 22.9676, 10.5727)  0.34
H (22.1152, 23.3637, 8.2016)  0.29
H (20.4465, 23.2394, 6.2619)  0.38
H (18.5960, 21.5433, 6.4399)  0.32
H (19.2677, 21.2439, 10.5411)  0.72
H (26.0007, 22.0442, 11.8224)  0.42
H (26.4203, 24.3382, 12.8048)  0.30
C (20.4190, 8.8899, 8.8477)  -1.19
Ge (20.4565, 10.6367, 9.8393)  0.49
C (22.3905, 11.0341, 10.1075)  -1.14
C (19.5242, 10.1864, 11.5355)  -1.14
C (19.3553, 11.9794, 8.8073)  -1.10
Se (19.2192, 13.9745, 8.9490)  -0.12
C (21.1087, 14.3693, 8.4486)  -0.84
H (19.4711, 8.7805, 8.3295)  0.37
H (20.5671, 8.1843, 9.6706)  0.35
H (21.2766, 8.8539, 8.1386)  0.35
H (22.9006, 10.2447, 10.6986)  0.38
H (22.6114, 11.9495, 10.7407)  0.31
H (22.9572, 11.1655, 9.1686)  0.36
H (19.9908, 9.2490, 11.8717)  0.37
H (18.4503, 10.0586, 11.2776)  0.33
H (19.7424, 10.9627, 12.2774)  0.41
H (18.2581, 11.7832, 8.8228)  0.37
H (19.6412, 11.8437, 7.7513)  0.42
H (21.6895, 14.7837, 9.3304)  0.25
H (21.0981, 15.1415, 7.6671)  0.31
H (21.5351, 13.4377, 8.1776)  0.32

Computed properties:
E = -320110.0472 eV
Gap between HOMO and LUMO = 3.14 eV
LUMO level = -0.0082 Ha

---

HOMO across the listed records, respectively: -1.889; -3.365 eV.
Energy above the lowest of the compared OMol25 structures with the same formula, charge and spin across the listed records, respectively: 0.029; 2.784 eV.